1.
DFT (the ωB97M-V functional and the def2-TZVPD basis) results for an isolated molecule of C11H19N3O2S2 at a distorted geometry.

Last column: Löwdin charge in e.
Geometry (Å):
C (5.418, -2.057, 0.064)  -0.04
C (4.483, -0.851, 0.151)  -0.46
C (4.862, 0.045, 1.330)  -0.04
O (3.150, -1.333, 0.309)  -0.13
C (2.195, -0.859, -0.602)  -0.23
C (1.786, 0.602, -0.370)  -0.15
C (0.689, 1.058, -1.333)  -0.18
N (-0.581, 0.427, -1.070)  0.06
C (-1.625, 1.095, -0.535)  -0.50
O (-1.605, 2.305, -0.312)  0.03
C (-2.815, 0.308, -0.268)  -0.38
S (-3.014, -1.410, -0.582)  1.03
C (-4.684, -1.354, -0.069)  -1.11
S (-5.705, -2.633, -0.055)  0.61
N (-5.004, -0.083, 0.318)  -0.16
C (-6.307, 0.257, 0.830)  -0.05
C (-3.990, 0.834, 0.213)  -0.35
N (-4.139, 2.111, 0.626)  0.18
H (6.447, -1.729, -0.057)  0.08
H (5.144, -2.684, -0.781)  0.08
H (5.334, -2.647, 0.972)  0.08
H (4.555, -0.276, -0.784)  0.14
H (5.885, 0.396, 1.220)  0.08
H (4.778, -0.520, 2.254)  0.08
H (4.199, 0.904, 1.392)  0.07
H (2.556, -0.977, -1.637)  0.13
H (1.333, -1.517, -0.458)  0.12
H (1.439, 0.714, 0.659)  0.13
H (2.655, 1.247, -0.510)  0.11
H (0.988, 0.849, -2.366)  0.13
H (0.521, 2.132, -1.219)  0.12
H (-0.654, -0.570, -1.194)  0.10
H (-6.211, 0.734, 1.806)  0.10
H (-6.828, 0.925, 0.140)  0.10
H (-6.879, -0.665, 0.928)  0.04
H (-5.050, 2.535, 0.603)  0.10
H (-3.328, 2.683, 0.391)  0.09

Forces on atoms 1 to 3 (eV/Å):
-0.4 0.3 -0.1
0.3 0.0 0.1
-0.2 -0.2 -0.4

Calculated values
spin multiplicity = 1
SMILES string = CC(C)OCCCNC(=O)c1sc(=S)n(C)c1N
max |F| = 1.03 eV Å⁻¹
E = -1541.70557 Ha
energy relative to the best compared isomer or geometry (same formula, charge and spin) = 0.00 kcal per mole
highest occupied orbital energy = -7.67 eV
gap between HOMO and LUMO = 0.299 Ha

2.
DFT (the ωB97M-V functional and the def2-TZVPD basis) results for a 2-piece molecular cluster, C5H11NO overall at a distorted geometry.

Last column: Löwdin charge in e.
Geometry (Å):
C (-1.626, 2.532, 1.737)  -0.06
C (-1.911, 1.596, 0.817)  -0.17
C (-0.870, 0.504, 0.293)  -0.19
C (0.342, 1.137, -0.422)  -0.13
C (0.717, 0.637, -1.658)  -0.17
N (1.540, 1.430, -2.621)  0.00
H (-2.229, 2.388, 2.644)  0.04
H (-1.163, 3.589, 1.560)  0.10
H (-2.967, 1.407, 0.607)  0.08
H (-1.459, -0.085, -0.436)  0.10
H (-0.441, -0.028, 1.137)  0.10
H (0.993, 1.880, 0.056)  0.10
H (0.260, -0.225, -2.123)  0.09
H (1.730, 1.088, -3.551)  0.05
H (2.385, 1.716, -2.170)  0.05
O (1.738, -6.750, 1.117)  -0.08
H (0.838, -6.346, 1.058)  0.05
H (2.123, -6.470, 1.954)  0.03

Forces on atoms 1 to 3 (eV/Å):
-0.3 2.5 0.4
1.6 -2.0 -0.5
0.1 2.8 -1.8

Calculated values
spin multiplicity = 1
SMILES string = C=CC/C=C/N.O
max |F| = 3.34 eV Å⁻¹
E = -326.93374 Ha
energy relative to the best compared isomer or geometry (same formula, charge and spin) = 124.00 kcal per mole
highest occupied orbital energy = -7.81 eV
gap between HOMO and LUMO = 0.300 Ha

3.
DFT (the ωB97M-V functional and the def2-TZVPD basis) results for C23H47AsBCl4O10P2S as an isolated structure at a distorted geometry.

Last column: Löwdin charge in e.
Geometry (Å):
C (6.217, 1.412, 0.069)  -0.09
C (5.078, 2.239, 0.402)  -0.32
C (3.663, 2.088, -0.362)  -0.33
As (2.229, 1.098, 0.753)  0.73
C (0.776, 0.121, 1.837)  -0.31
C (-0.713, 0.613, 1.523)  -0.28
C (-1.592, -0.363, 0.617)  -0.20
C (-2.283, -1.573, 1.431)  -0.18
C (-3.766, -1.060, 1.852)  -0.21
C (-4.879, -1.374, 0.747)  -0.20
C (-5.128, -0.179, -0.298)  -0.21
C (-5.792, 1.126, 0.385)  -0.16
C (-5.863, 2.389, -0.601)  -0.23
O (-5.219, 2.199, -1.877)  -0.23
C (-3.916, 2.815, -1.934)  -0.11
C (3.005, -0.693, 0.228)  -0.33
C (2.387, -1.500, -0.967)  -0.23
C (1.355, -2.694, -0.555)  -0.17
C (1.428, -3.763, -1.779)  -0.20
C (-0.032, -3.954, -2.462)  -0.16
C (-0.437, -2.669, -3.319)  -0.15
O (-1.264, -1.722, -2.552)  -0.11
C (-2.634, -1.876, -2.877)  -0.41
O (-3.361, -2.802, -2.463)  0.05
C (-3.273, -0.763, -3.827)  -0.04
C (-2.397, 0.255, -4.338)  0.05
O (0.992, 1.046, -0.618)  -0.16
B (1.085, 1.760, -1.785)  -0.80
O (1.938, 1.436, -2.934)  0.06
O (0.139, 2.838, -2.125)  0.04
P (3.765, 1.075, 2.480)  0.79
O (3.125, 1.070, 4.054)  -0.40
O (4.862, -0.242, 2.470)  -0.38
P (1.572, 3.190, 1.552)  0.25
O (0.510, 4.094, 0.587)  -0.31
O (2.962, 4.216, 1.805)  -0.34
S (0.703, 3.175, 3.323)  0.23
H (6.495, 1.255, -1.022)  0.04
H (6.806, 0.987, 0.945)  0.04
H (5.283, 3.082, 1.146)  0.07
H (3.977, 1.482, -1.288)  0.09
H (3.387, 3.171, -0.586)  0.06
H (0.792, -1.005, 1.592)  0.07
H (0.926, 0.195, 2.956)  0.04
H (-1.259, 0.667, 2.539)  0.10
H (-0.809, 1.659, 1.092)  0.07
H (-2.479, 0.269, 0.237)  0.09
H (-1.032, -0.687, -0.314)  0.08
H (-2.427, -2.506, 0.792)  0.10
H (-1.710, -1.886, 2.360)  0.10
H (-4.093, -1.552, 2.840)  0.10
H (-3.675, 0.063, 2.073)  0.10
H (-5.874, -1.547, 1.297)  0.11
H (-4.609, -2.288, 0.112)  0.10
H (-4.231, 0.061, -0.951)  0.08
H (-5.938, -0.569, -1.020)  0.12
H (-5.269, 1.438, 1.348)  0.10
H (-6.864, 0.805, 0.647)  0.11
H (-5.529, 3.344, -0.053)  0.12
H (-6.978, 2.553, -0.829)  0.12
H (-3.595, 3.318, -0.961)  0.10
H (-3.859, 3.551, -2.818)  0.10
H (-3.122, 2.013, -2.149)  0.06
H (4.110, -0.497, -0.034)  0.07
H (2.915, -1.370, 1.155)  0.07
H (3.269, -2.104, -1.416)  0.10
H (1.941, -0.970, -1.854)  0.09
H (0.275, -2.356, -0.524)  0.08
H (1.722, -3.138, 0.428)  0.11
H (1.812, -4.787, -1.429)  0.10
H (2.108, -3.426, -2.622)  0.09
H (-0.815, -4.129, -1.660)  0.12
H (0.043, -4.858, -3.146)  0.11
H (-1.041, -2.949, -4.242)  0.13
H (0.481, -2.080, -3.675)  0.14
H (-4.396, -0.780, -4.045)  0.12
H (-1.599, -0.090, -5.079)  0.08
H (-2.407, 1.347, -4.018)  0.06
H (2.325, 2.270, -3.263)  0.09
H (-0.731, 2.390, -1.992)  0.08
H (3.202, 0.197, 4.508)  0.00
H (4.567, -0.985, 3.038)  -0.02
H (1.037, 4.442, -0.164)  0.04
H (2.928, 4.912, 1.116)  0.04
C (5.741, -2.387, 6.098)  -2.02
Cl (5.592, -2.273, 7.864)  0.51
Cl (6.496, -3.936, 5.667)  0.51
Cl (4.128, -2.290, 5.361)  0.56
Cl (6.744, -1.052, 5.499)  0.54

Forces on atoms 1 to 3 (eV/Å):
-1.9 1.5 0.6
1.4 -0.9 -0.9
3.8 1.5 -0.5

Calculated values
spin multiplicity = 1
max |F| = 4.74 eV Å⁻¹
E = -6839.04536 Ha
highest occupied orbital energy = -3.37 eV
gap between HOMO and LUMO = 0.153 Ha
charge = -1